A molecular structure, C14H51BN3O10Y at a distorted geometry. Source: the OMol25 dataset; level of theory: ωB97M-V with the def2-TZVPD basis set.

XYZ file:
```
80
C14H51BN3O10Y ωB97M-V with the def2-TZVPD basis set
Y -10.298 -16.983 -13.117
B -9.599 -16.208 -10.919
H -8.771 -15.697 -11.465
H -10.566 -15.857 -11.332
H -9.484 -17.294 -11.101
H -9.420 -15.984 -9.819
O -12.995 -18.221 -14.523
C -13.645 -17.488 -13.529
C -13.304 -17.605 -11.983
O -12.028 -17.977 -11.614
H -14.719 -17.721 -13.622
H -13.687 -16.432 -13.855
H -14.069 -18.281 -11.584
H -13.545 -16.623 -11.543
C -4.842 -14.850 -13.964
C -4.764 -15.231 -12.487
C -5.084 -14.031 -11.590
O -5.557 -14.380 -10.273
C -4.649 -15.133 -9.515
N -5.649 -16.392 -12.254
H -4.437 -15.673 -14.552
H -4.366 -13.910 -14.237
H -5.909 -14.818 -14.207
H -3.708 -15.504 -12.389
H -5.890 -13.448 -12.046
H -4.328 -13.253 -11.466
H -3.699 -14.592 -9.475
H -4.533 -16.204 -9.703
H -4.923 -15.190 -8.458
H -6.129 -16.185 -11.379
H -5.075 -17.207 -12.071
C -7.804 -19.103 -9.228
C -8.414 -20.011 -10.255
C -7.952 -21.464 -9.990
O -8.379 -22.430 -10.901
C -7.986 -23.735 -10.476
N -9.878 -19.946 -10.181
H -7.894 -18.076 -9.581
H -6.749 -19.345 -9.055
H -8.295 -19.211 -8.260
H -8.031 -19.742 -11.246
H -8.178 -21.695 -8.938
H -6.851 -21.480 -9.968
H -8.529 -23.971 -9.553
H -6.969 -23.725 -10.066
H -8.119 -24.514 -11.217
H -10.077 -18.956 -10.092
H -10.113 -20.410 -9.311
C -12.358 -10.990 -10.397
C -11.562 -12.261 -10.693
C -11.790 -13.397 -9.679
O -11.157 -12.972 -8.500
C -11.327 -13.927 -7.451
N -11.986 -12.653 -12.058
H -13.409 -11.298 -10.315
H -12.451 -10.124 -11.057
H -12.065 -10.595 -9.421
H -10.514 -11.955 -10.718
H -11.270 -14.255 -10.115
H -12.854 -13.627 -9.574
H -12.247 -14.515 -7.381
H -11.251 -13.468 -6.467
H -10.519 -14.608 -7.740
H -11.799 -11.797 -12.569
H -13.001 -12.722 -12.060
O -11.738 -17.071 -8.754
H -10.976 -16.489 -8.701
H -11.924 -17.143 -9.709
O -7.981 -17.393 -13.368
H -7.591 -17.786 -14.158
H -7.216 -16.988 -12.888
O -7.915 -13.186 -9.759
H -7.111 -13.723 -9.864
H -8.628 -13.756 -10.053
O -11.789 -15.161 -13.324
H -11.900 -14.503 -12.602
H -11.669 -14.625 -14.115
O -9.111 -15.012 -13.903
H -8.195 -14.712 -13.865
H -9.625 -14.215 -14.076
```

Properties
2S+1 = 1
HOMO energy = -5.78 eV
Energy above the lowest of the compared OMol25 structures with the same formula, charge and spin = 0.00 kJ/mol
Total energy = -1543.64784 Eh
HOMO-LUMO gap = 4.88 eV


4 unconnected molecules or ions with the total composition C18H41BN2O14P2S3 at a distorted geometry. Source: the OMol25 dataset; level of theory: ωB97M-V with the def2-TZVPD basis set.

XYZ file:
```
81
C18H41BN2O14P2S3 ωB97M-V with the def2-TZVPD basis set
C -1.098 -4.682 -2.628
C -0.362 -3.765 -1.438
P 0.208 -2.145 -2.359
C 2.149 -2.193 -2.191
C -0.527 -0.584 -1.556
C -2.134 -0.539 -2.021
N -3.390 -0.406 -2.373
C -0.454 -0.493 0.069
C -0.321 1.136 0.431
N -0.242 2.423 0.667
C 0.840 -1.204 0.774
C 0.868 -1.068 2.432
B -1.870 -0.951 0.844
O -2.116 -2.282 1.428
O -2.975 0.055 1.025
P 0.281 0.923 -2.475
O 1.761 1.227 -2.015
O 0.410 0.391 -4.165
O -0.766 2.334 -2.522
H -1.035 -5.817 -2.348
H -0.659 -4.407 -3.678
H -2.249 -4.368 -2.596
H 0.571 -4.349 -0.979
H -1.196 -3.568 -0.643
H 2.654 -2.479 -3.223
H 2.586 -1.227 -1.697
H 2.414 -3.090 -1.457
H 0.976 -2.343 0.548
H 1.809 -0.648 0.358
H 2.019 -1.146 2.737
H 0.350 -1.996 2.958
H 0.498 -0.031 2.826
H -1.301 -2.864 1.429
H -3.859 -0.420 0.878
H -0.429 -0.127 -4.346
H -1.534 2.226 -1.871
C 4.599 6.680 -0.414
C 3.654 7.028 -1.550
O 2.897 5.899 -1.967
S 1.694 5.372 -1.003
C 0.966 4.219 -2.141
O 0.761 6.454 -0.780
O 2.270 4.616 0.090
H 4.048 6.402 0.488
H 5.239 7.530 -0.165
H 5.228 5.826 -0.684
H 2.992 7.856 -1.275
H 4.243 7.360 -2.413
H 0.555 4.765 -2.989
H 0.171 3.690 -1.613
H 1.731 3.509 -2.463
C 3.823 -8.664 0.524
C 2.431 -9.235 0.319
O 1.554 -8.870 1.377
S 1.015 -7.334 1.444
C -0.210 -7.568 2.708
O 0.345 -7.016 0.202
O 2.063 -6.496 1.989
H 3.813 -7.571 0.475
H 4.510 -9.025 -0.245
H 4.211 -8.939 1.509
H 2.016 -8.931 -0.648
H 2.494 -10.330 0.313
H -0.994 -8.224 2.330
H -0.625 -6.588 2.952
H 0.269 -7.996 3.591
C -1.934 5.126 1.216
C -3.326 4.555 1.011
O -4.203 4.920 2.069
S -4.742 6.456 2.136
C -5.967 6.222 3.400
O -5.413 6.774 0.894
O -3.694 7.294 2.680
H -1.944 6.219 1.167
H -1.247 4.765 0.446
H -1.546 4.850 2.201
H -3.741 4.859 0.044
H -3.263 3.460 1.004
H -6.751 5.566 3.022
H -6.382 7.202 3.644
H -5.488 5.794 4.282
```

Properties
2S+1 = 1
HOMO energy = -9.28 eV
Energy above the lowest of the compared OMol25 structures with the same formula, charge and spin = 441.11 kJ/mol
SMILES = CCP(C)[C@@](C#N)([C@](C#N)(CC)B(O)O)P(=O)(O)O.CCOS(C)(=O)=O.CCOS(C)(=O)=O.CCOS(C)(=O)=O
Total energy = -3775.27183 Eh
HOMO-LUMO gap = 8.93 eV


6 unconnected molecules or ions with the total composition C4H20O6 at a distorted geometry. Source: the OMol25 dataset; level of theory: ωB97M-V with the def2-TZVPD basis set.

XYZ file:
```
30
C4H20O6 ωB97M-V with the def2-TZVPD basis set
O -1.130 -3.091 -0.818
H -1.629 -3.425 -0.163
H -1.344 -2.905 -1.641
H -0.598 -2.229 -0.445
O -0.143 -0.733 -0.574
H -0.238 -0.161 -1.345
C 3.262 -0.352 -1.304
O 2.513 -1.574 -1.184
H 3.358 -0.129 -0.170
H 2.811 0.349 -1.632
H 4.169 -0.399 -1.654
H 1.601 -1.384 -1.196
C -0.078 2.933 -0.032
O 1.006 2.003 -0.225
H -0.022 3.501 0.817
H -1.030 2.561 0.204
H 0.072 3.593 -0.772
H 0.444 1.246 -0.276
C 0.906 -0.032 2.952
O 1.253 -0.896 1.883
H 1.131 1.021 2.578
H 1.134 -0.260 4.008
H -0.070 -0.046 3.340
H 1.006 -0.600 1.006
C -3.490 0.254 -0.689
O -2.488 0.081 0.202
H -4.305 -0.264 -0.273
H -2.894 -0.194 -1.528
H -3.694 1.258 -0.952
H -1.499 -0.123 -0.109
```

Properties
2S+1 = 1
HOMO energy = -9.19 eV
Energy above the lowest of the compared OMol25 structures with the same formula, charge and spin = 784.65 kJ/mol
Total energy = -615.51869 Eh
HOMO-LUMO gap = 8.60 eV


| no. | LUMO energy (hartree) |
| --- | --- |
| 1 | -0.033 |
| 2 | -0.013 |
| 3 | -0.022 |